i:
56
Properties=species:S:1:pos:R:3 method="wB97M-V/def2-TZVPD" gap_ev=10.4687 lumo_ev=0.38 e_homo_ev=-10.1 smiles="C[C@H](F)C[C@@H]1C[C@H](COO)OC1=O.O=S1(=O)CCCC1.O=S1(=O)CCCC1"
C -0.11 0.87 0.14
C 0.38 -0.58 -0.52
F 1.56 -0.22 -1.39
C -0.72 -1.26 -1.52
C -1.66 -2.42 -0.86
C -3.30 -2.15 -0.71
C -3.20 -1.38 0.77
C -3.45 0.18 0.34
O -4.93 0.31 0.11
O -5.03 1.48 -0.50
O -1.94 -1.76 1.45
C -1.41 -2.93 0.68
O -0.84 -4.06 1.13
H -0.65 1.57 -0.64
H 0.89 1.40 0.50
H -0.76 0.73 1.12
H 0.80 -1.27 0.32
H -0.13 -1.77 -2.42
H -1.37 -0.40 -2.03
H -1.61 -3.30 -1.66
H -3.85 -1.59 -1.57
H -3.77 -3.21 -0.42
H -4.01 -1.64 1.58
H -2.97 0.32 -0.74
H -3.07 0.96 1.12
H -4.90 1.33 -1.49
C 3.33 3.27 -4.61
C 2.37 4.45 -4.62
C 1.04 3.97 -4.04
S 1.44 2.64 -2.92
O 0.88 1.41 -3.45
O 1.20 3.08 -1.56
C 3.19 2.64 -3.23
H 4.36 3.58 -4.81
H 3.04 2.54 -5.38
H 2.78 5.26 -4.00
H 2.24 4.85 -5.63
H 0.53 4.77 -3.50
H 0.38 3.58 -4.82
H 3.58 1.62 -3.18
H 3.67 3.26 -2.47
C 1.16 -3.28 4.16
C 1.70 -2.52 5.37
C 1.85 -1.06 4.96
S 0.63 -0.77 3.69
O 1.31 -0.48 2.45
O -0.41 0.09 4.22
C 0.01 -2.44 3.63
H 0.82 -4.29 4.43
H 1.94 -3.38 3.40
H 1.00 -2.60 6.20
H 2.66 -2.93 5.71
H 1.67 -0.38 5.80
H 2.84 -0.86 4.53
H -0.27 -2.69 2.60
H -0.86 -2.50 4.28

---

ii:
56
Properties=species:S:1:pos:R:3 method="wB97M-V/def2-TZVPD" gap_ev=9.2640 lumo_ev=0.50 e_homo_ev=-8.8
F 0.78 6.27 1.66
C 0.27 5.22 0.99
C -0.83 4.55 1.53
C -1.29 3.40 0.93
C -0.75 3.02 -0.29
C 0.37 3.68 -0.80
C 0.90 4.78 -0.13
H -1.24 4.95 2.44
H -2.02 2.75 1.38
H -1.19 2.20 -0.85
H 0.83 3.28 -1.69
H 1.86 5.16 -0.46
C -4.37 1.36 -2.02
S -3.76 2.83 -2.85
O -3.84 2.61 -4.31
C -5.16 3.88 -2.46
H -4.75 1.56 -1.03
H -3.61 0.57 -2.02
H -5.21 0.97 -2.61
H -6.05 3.53 -2.96
H -4.88 4.89 -2.76
H -5.36 3.89 -1.38
C -1.72 -6.18 3.90
S -2.02 -4.85 2.70
O -3.01 -3.93 3.32
C -0.38 -4.13 2.87
H -2.62 -6.77 3.97
H -1.54 -5.69 4.85
H -0.84 -6.72 3.57
H -0.28 -3.73 3.89
H -0.25 -3.31 2.17
H 0.33 -4.95 2.74
C 8.11 0.37 -1.16
O 6.81 0.14 -0.61
C 6.03 -0.65 -1.35
O 6.31 -1.11 -2.42
O 4.88 -0.82 -0.70
C 4.04 -1.83 -1.24
H 8.03 0.97 -2.06
H 8.61 -0.58 -1.33
H 8.65 0.95 -0.42
H 4.56 -2.78 -1.21
H 3.65 -1.60 -2.23
H 3.20 -1.92 -0.55
C 1.07 -0.19 0.17
O 0.36 -1.44 0.26
C -0.93 -1.35 -0.05
O -1.50 -0.33 -0.35
O -1.46 -2.57 0.00
C -2.90 -2.64 0.09
H 0.64 0.52 0.87
H 1.06 0.15 -0.86
H 2.09 -0.38 0.50
H -3.13 -3.69 0.16
H -3.34 -2.18 -0.80
H -3.22 -2.10 0.98

---

Here are the energies relative to the best structure, in kJ/mol: i 668.1; ii 0.0.

---

i:
8
Properties=species:S:1:pos:R:3 method="wB97M-V/def2-TZVPD" gap_ev="7.1507 / 10.6236" lumo_ev="-1.61 / 0.32" e_homo_ev="-8.8 / -10.3"
C -1.58 0.27 0.71
C 1.64 -0.69 -0.07
N -1.82 1.43 0.35
F -1.07 -0.69 -0.09
H 1.47 -1.73 0.15
H 1.84 0.04 0.72
H 1.44 -0.33 -1.09
H -1.92 1.70 -0.67

---

ii:
8
Properties=species:S:1:pos:R:3 method="wB97M-V/def2-TZVPD" gap_ev=11.2661 lumo_ev=0.49 e_homo_ev=-10.8
C 0.77 0.17 -0.02
C -0.57 -0.45 0.03
N 1.09 1.35 -0.04
F 1.75 -0.82 0.05
H -1.44 0.27 0.20
H -0.77 -1.17 0.84
H -0.58 -0.91 -1.03
H 2.57 1.47 -0.19

---

Here are the energies relative to the best structure, in kJ/mol: i 259.8; ii 0.0.

---

i:
9
Properties=species:S:1:pos:R:3 method="wB97M-V/def2-TZVPD" gap_ev=7.9036 lumo_ev=-0.84 e_homo_ev=-8.7 smiles="C=[NH+][O-].SI"
C 0.00 0.88 -0.65
N -1.07 0.28 -0.38
O -1.47 -0.11 0.73
S 1.04 -1.94 0.62
I 1.01 -0.66 2.72
H 0.59 1.17 0.09
H 1.48 -0.91 -0.32
H 0.21 1.17 -1.72
H -1.78 0.13 -1.09

---

ii:
9
Properties=species:S:1:pos:R:3 method="wB97M-V/def2-TZVPD" gap_ev="7.0155 / 7.0130" lumo_ev="-1.22 / -1.21" e_homo_ev="-8.2 / -8.2"
C 0.06 -0.61 -0.77
N -0.17 1.28 1.56
O 0.71 -1.55 0.06
S 0.48 1.52 0.15
I -1.73 2.38 -1.14
H -0.82 -1.00 -0.03
H 0.02 -0.09 -1.65
H 1.48 -2.14 0.12
H -0.03 0.21 1.71

---

Here are the energies relative to the best structure, in kJ/mol: i 0.0; ii 239.4.

---

i:
12
Properties=species:S:1:pos:R:3 method="wB97M-V/def2-TZVPD" gap_ev=9.9864 lumo_ev=-4.42 e_homo_ev=-14.4 charge=+1
C 0.72 2.34 -1.69
C -1.07 -0.12 1.05
N 0.84 3.53 -1.49
N -1.88 0.08 1.82
N -0.34 -0.69 0.19
N 0.42 -1.84 0.30
O 0.51 1.22 -1.75
H 1.71 4.02 -1.60
H -0.63 -0.73 -0.81
H 0.91 -1.96 -0.58
H -2.15 0.72 2.57
H 1.10 -1.75 1.02

---

ii:
12
Properties=species:S:1:pos:R:3 method="wB97M-V/def2-TZVPD" gap_ev="6.6564 / 10.0343" lumo_ev="-7.37 / -5.41" e_homo_ev="-14.0 / -15.4" charge=+1
C -0.46 0.80 1.93
C -0.86 0.71 0.56
N -0.11 0.87 3.01
N -0.67 1.87 -0.24
N -0.29 -0.37 -0.20
N 0.92 -0.91 0.08
O -1.43 2.22 -1.13
H -2.44 0.19 0.49
H -0.59 -0.39 -1.17
H 1.33 -1.46 -0.67
H 0.30 2.26 -0.23
H 1.01 -1.33 1.00

---

Here are the energies relative to the best structure, in kJ/mol: i 0.0; ii 473.1.

---

i:
12
Properties=species:S:1:pos:R:3 method="wB97M-V/def2-TZVPD" gap_ev=8.9300 lumo_ev=0.72 e_homo_ev=-8.2 smiles="C=C(O)O.C=O"
C 1.26 -0.79 1.16
C -1.95 -0.12 -1.08
C 0.86 0.17 0.31
O -1.99 0.72 -0.24
O 0.68 1.44 0.74
O 0.84 -0.16 -0.94
H 1.70 -0.53 2.05
H 1.28 -1.78 0.77
H -2.49 -1.07 -0.97
H -1.56 0.08 -2.04
H 1.03 1.57 1.66
H 0.34 0.47 -1.42

---

ii:
12
Properties=species:S:1:pos:R:3 method="wB97M-V/def2-TZVPD" gap_ev="8.9189 / 8.6631" lumo_ev="0.34 / 0.48" e_homo_ev="-8.6 / -8.2"
C 1.33 -0.71 0.07
C 0.35 0.34 -0.18
C -2.42 -0.37 0.01
O 1.10 -0.15 -1.23
O 2.53 -0.50 0.67
O 0.46 1.63 0.24
H 1.01 -1.74 0.17
H -2.64 -0.07 -0.99
H -2.58 0.31 0.82
H -2.22 -1.40 0.21
H 2.72 0.44 0.72
H 0.35 2.23 -0.51

---

Here are the energies relative to the best structure, in kJ/mol: i 0.0; ii 248.9.

---

i:
12
Properties=species:S:1:pos:R:3 method="wB97M-V/def2-TZVPD" gap_ev=11.4683 lumo_ev=0.59 e_homo_ev=-10.9 smiles="COCC(=O)O"
C 1.73 -0.04 -0.07
C -0.56 -0.59 0.03
C -1.96 -0.01 -0.05
H 2.45 0.84 -0.06
H 2.00 -0.53 0.80
H 2.11 -0.41 -1.01
H -0.38 -1.28 -0.54
H -0.28 -1.05 1.05
H -0.77 1.65 0.32
O 0.40 0.44 -0.27
O -1.68 1.48 -0.02
O -3.07 -0.50 -0.19

---

ii:
12
Properties=species:S:1:pos:R:3 method="wB97M-V/def2-TZVPD" gap_ev=11.1236 lumo_ev=0.83 e_homo_ev=-10.3 smiles=O[C@@H]1CO[C@@H]1O
O -1.04 0.73 0.78
C -1.15 -0.63 0.29
C 0.36 -0.70 0.04
O 0.66 -0.79 -1.33
C 0.36 0.76 0.58
O 0.78 1.72 -0.32
H 0.18 1.67 -1.08
H -1.73 -0.68 -0.64
H -1.56 -1.31 1.04
H 0.91 -1.43 0.63
H 1.51 -0.34 -1.46
H 0.92 0.94 1.50

---

Here are the energies relative to the best structure, in kJ/mol: i 124.2; ii 0.0.